88
Properties=species:S:1:pos:R:3:forces:R:3 method="wB97M-V/def2-TZVPD" total_charge=0 e_tot_ha=-3557.99020 gap_ev=5.271
In 0.7682 -0.2614 1.3183 -1.116 0.816 -1.735
Cl 1.2919 1.7008 2.9836 2.496 -1.450 0.859
Cl 1.8434 -2.5348 -1.8197 1.715 -0.020 -0.153
Cl 2.1635 1.1351 0.1559 0.582 -0.525 -1.079
P -1.4545 0.0641 2.5427 -1.274 1.291 1.940
Si 3.8640 -2.0540 -2.1965 -1.083 2.243 2.353
O 1.1752 -2.3007 1.8105 1.386 1.061 1.680
O 0.1613 1.1791 -3.0708 -2.467 -1.069 1.460
O -0.2603 -1.4397 -0.5415 -0.194 0.799 0.376
N -1.5204 -1.1664 -2.4412 -0.052 0.126 0.738
N 2.5154 -3.3759 3.2870 0.584 0.158 -0.244
C -3.2533 3.7067 0.6136 -0.365 -0.087 -0.770
C -1.2755 3.7771 -4.0880 0.587 -0.203 0.090
C 4.3187 -0.2421 -2.8397 -0.899 -1.649 0.207
C -3.5861 2.6950 -0.3037 -0.559 -0.630 0.430
C -1.7893 2.1819 4.4999 -0.399 0.099 0.158
C -1.4840 1.8296 3.0670 1.594 0.642 -0.841
C -1.2134 -0.9048 -1.1681 0.570 -0.520 -0.526
C -1.9337 4.1681 0.6345 0.028 -0.904 -0.556
C 1.2211 3.2370 -4.1583 0.332 -0.583 -0.288
C -1.0023 3.6116 -0.2688 0.383 0.487 0.243
C -0.1463 3.2747 -3.5171 -1.711 1.324 -0.630
C -2.7428 -0.6748 -3.0626 -0.035 0.381 -0.003
C -2.6149 2.0986 -1.1328 -0.347 0.395 0.188
C 3.8073 -3.3836 4.0205 0.434 0.127 0.734
C -1.0071 -1.0192 3.9947 0.215 -0.031 -0.419
C 4.5918 -3.2125 -3.3241 0.601 -0.564 -0.977
C 2.1018 -2.2626 2.7050 -0.659 -0.739 -0.381
C -2.0714 -1.1377 5.0838 0.249 -0.105 0.470
C -3.6612 -1.6027 2.1581 -0.569 -0.224 -0.288
C 1.7828 -4.5982 2.8932 -0.093 -0.285 0.131
C -3.2806 -0.1919 2.6040 -0.141 -0.348 -0.914
C -1.3225 2.6013 -1.2151 1.037 0.624 -0.612
C -0.1773 2.3213 -2.3586 2.110 -0.332 1.080
C -1.4232 3.9055 -5.6043 -0.010 0.226 -0.421
C 4.6664 -2.4205 -0.5095 0.866 -0.122 0.246
C -0.5452 -1.7132 -3.3775 0.113 -0.233 -0.069
H 4.7479 -1.6251 0.2497 -0.338 -0.041 -0.412
H -2.8283 1.9142 4.7214 0.144 0.153 0.489
H -1.0883 1.7053 5.2062 -0.329 0.112 -0.271
H -4.6401 2.3069 -0.3518 1.121 0.430 0.112
H -2.2009 3.9435 -3.4947 0.683 -0.601 -0.330
H 4.4107 -4.2700 -3.1314 0.088 0.145 -0.009
H 5.3257 -0.5221 -3.1088 0.773 0.431 -0.204
H -2.5075 4.0337 -5.8540 0.890 -0.002 0.077
H 1.4965 -4.4597 1.8322 0.155 -0.466 0.651
H 4.2718 -3.3259 -0.0030 -0.050 0.436 -0.463
H -3.5905 -0.0330 3.6501 0.268 0.212 -0.528
H -3.5907 -2.3266 2.9843 0.053 0.172 -0.358
H 0.2801 -1.0113 -3.5182 -0.280 0.209 0.128
H 0.8649 -4.7032 3.5141 0.566 0.152 -0.448
H 4.1874 -2.9158 -4.2826 0.132 -0.306 -0.636
H 3.8090 0.0781 -3.7597 -0.037 -0.273 0.341
H -1.8051 -0.1918 -0.5986 -0.701 0.023 -0.386
H -4.0348 4.1520 1.2498 0.493 -0.271 -0.294
H 5.7193 -2.6690 -0.7586 -0.303 0.073 0.180
H 1.3644 3.8702 -5.0630 -0.196 -0.246 0.771
H -1.6502 4.8982 1.3889 0.183 0.000 -0.303
H -4.7049 -1.6099 1.8064 0.333 -0.152 0.098
H -2.5496 0.2850 -3.5709 0.010 -0.303 0.109
H -3.0090 -1.5515 4.6919 0.373 0.110 0.306
H 1.9929 3.4500 -3.3637 -0.644 0.014 -0.844
H 1.3232 2.1538 -4.4038 0.371 0.934 -0.134
H -2.0531 2.4003 2.3253 -0.432 -0.453 0.244
H -3.0826 -1.4086 -3.8135 0.066 0.243 0.489
H 4.4088 -4.2943 3.8650 -0.594 0.261 -0.543
H -3.0232 -1.9578 1.3325 -0.261 0.076 0.233
H -1.0560 -1.8663 -4.3292 0.077 -0.058 0.123
H -1.6645 3.2719 4.6133 -0.175 -0.389 0.040
H 0.7544 2.4821 -1.7804 -0.364 0.687 0.592
H 4.4367 -2.5239 3.7229 -0.508 -0.427 -0.029
H 0.0342 4.0077 -0.2258 -0.724 -0.376 -0.230
H 4.3125 0.5829 -2.1288 -0.081 -0.309 0.134
H -0.1367 -2.6492 -3.0060 -0.394 -0.016 -0.206
H -2.8685 1.2364 -1.7274 -0.269 0.409 -0.238
H -1.0951 2.9245 -6.0606 -0.245 1.104 0.257
H -0.8141 -2.0148 3.5545 -0.038 0.289 0.181
H -2.2723 -0.1656 5.5609 0.030 -0.493 -0.143
H -3.5071 -0.5427 -2.2892 0.006 -0.097 -0.313
H -1.7009 -1.8381 5.8472 -0.172 0.259 -0.080
H 2.3995 -5.5012 3.0505 -0.160 0.631 -0.177
H -0.4198 2.1883 2.8995 -2.419 -0.291 -0.015
H -0.0444 -0.6445 4.3817 -0.307 -0.087 0.006
H 5.6592 -2.9559 -3.2878 -0.080 -0.387 -0.288
H -3.7726 0.5931 2.0023 0.357 -0.380 0.074
H 2.5392 -1.3066 3.0627 0.107 -0.488 -0.302
H 3.7150 -3.3378 5.1210 -0.510 0.106 -0.477
H -0.8501 4.7526 -6.0971 -0.577 -0.934 0.550

=====

6
Properties=species:S:1:pos:R:3:forces:R:3 method="wB97M-V/def2-TZVPD" total_charge=0 e_tot_ha=-78.39136 gap_ev="9.254 / 9.582"
C -1.0436 0.1007 -0.0063 6.654 -0.875 0.007
C 0.9160 0.0152 -0.0298 -5.059 1.231 0.026
H 1.6705 0.8264 -0.1231 -1.124 -0.416 0.059
H -1.6235 1.0511 -0.0338 0.607 -1.287 0.011
H -1.1913 -1.0018 0.0786 -0.884 1.530 -0.068
H 1.2719 -0.9916 0.1143 -0.194 -0.182 -0.035

=====

Please write out number 2 again, unchanged.
6
Properties=species:S:1:pos:R:3:forces:R:3 method="wB97M-V/def2-TZVPD" total_charge=0 e_tot_ha=-78.39136 gap_ev="9.254 / 9.582"
C -1.0436 0.1007 -0.0063 6.654 -0.875 0.007
C 0.9160 0.0152 -0.0298 -5.059 1.231 0.026
H 1.6705 0.8264 -0.1231 -1.124 -0.416 0.059
H -1.6235 1.0511 -0.0338 0.607 -1.287 0.011
H -1.1913 -1.0018 0.0786 -0.884 1.530 -0.068
H 1.2719 -0.9916 0.1143 -0.194 -0.182 -0.035